Run i
Below is a 2-piece molecular cluster, C5H4N overall, with properties calculated with ωB97M-V with the def2-TZVPD basis set.

Structure (XYZ):
```
10
Properties=species:S:1:pos:R:3:lowdin_charge:R:1
C 1.6100 0.4946 -0.1176 -0.055
C -2.5624 -0.5657 -0.0117 -0.018
C 1.6296 1.7287 -0.1100 0.374
C -1.5889 0.4629 -0.2254 0.037
C 1.4365 -0.7860 0.0029 0.261
N -1.2932 -0.8236 0.0813 0.029
H 1.6672 2.7843 -0.0377 0.096
H -3.5810 -0.8589 0.3314 0.143
H 2.2355 -1.3017 0.3114 0.086
H 0.4466 -1.1345 -0.2246 0.049
```

Properties
* LUMO energy: -0.290 hartree
* net charge: +1
* spin multiplicity: 1
* gap between HOMO and LUMO: 6.14 eV

Run ii
Below is an isolated ion of composition C5H4N and charge +1, with properties calculated with ωB97M-V with the def2-TZVPD basis set.

Structure (XYZ):
```
10
Properties=species:S:1:pos:R:3:lowdin_charge:R:1
C -0.4571 0.6597 -2.0811 0.221
C 0.3373 -0.2361 -1.4298 -0.049
C -1.1736 0.3912 0.4379 0.073
C -1.1872 0.4295 -0.9329 0.043
C 0.2177 -0.0213 0.8196 -0.064
N 1.0028 -0.4474 -0.4087 0.137
H -1.8803 0.4859 1.2280 0.132
H 1.0586 0.3979 1.4198 0.155
H 0.0881 -0.9799 1.3100 0.148
H 1.9938 -0.6796 -0.3628 0.204
```

Properties
* LUMO energy (spin up / spin down): -0.245 / -0.245 hartree
* net charge: +1
* spin multiplicity: 1
* gap between HOMO and LUMO (spin up / spin down): 7.40 / 7.41 eV

Stability, highest: run ii

Run i
Below is an isolated ion of composition C5H4N and charge +1, with properties calculated with ωB97M-V with the def2-TZVPD basis set.

Structure (XYZ):
```
10
Properties=species:S:1:pos:R:3:lowdin_charge:R:1
C -0.4716 0.0175 0.7647 -0.169
C 3.1928 0.1857 -0.6042 0.049
C 0.8248 0.2447 0.8084 0.191
C 2.0448 -0.3229 0.0831 -0.062
C -1.1001 -0.4820 -0.3832 0.255
N 3.4176 -0.5191 0.4207 0.248
H -1.0184 0.5631 1.5459 0.133
H 3.5064 0.9004 -1.3854 0.163
H -2.1123 -0.4080 -0.7602 0.109
H -0.3107 -0.7688 -1.0586 0.082
```

Properties
* LUMO energy (spin up / spin down): -0.258 / -0.258 hartree
* net charge: +1
* spin multiplicity: 1
* gap between HOMO and LUMO (spin up / spin down): 7.80 / 7.80 eV

Run ii
Below is a 2-piece molecular cluster, C5H4N overall, with properties calculated with ωB97M-V with the def2-TZVPD basis set.

Structure (XYZ):
```
10
Properties=species:S:1:pos:R:3:lowdin_charge:R:1
C -1.2339 0.1564 0.0780 0.238
C 1.7338 1.5924 -0.0042 0.161
C -2.0666 1.0652 -0.0059 -0.004
C 1.7039 -0.8746 -0.0460 -0.158
C 0.5835 -1.4630 0.1472 0.329
N 1.9423 0.4441 -0.0867 0.004
H -3.1737 0.8794 -0.1788 0.152
H -1.8195 2.0494 0.1429 0.072
H 2.4274 -1.6818 -0.1440 0.173
H -0.0971 -2.1675 0.0975 0.033
```

Properties
* LUMO energy: -0.245 hartree
* net charge: +1
* spin multiplicity: 1
* gap between HOMO and LUMO: 9.72 eV

Stability, highest: run i

Run i
Below is one molecule with the formula C8H16N2, with properties calculated with ωB97M-V with the def2-TZVPD basis set.

Structure (XYZ):
```
26
Properties=species:S:1:pos:R:3:lowdin_charge:R:1
C -2.1115 2.2294 -0.0344 0.049
C -0.9878 1.5433 -0.2778 -0.296
C 0.3555 2.2518 -0.2277 -0.180
C 1.0688 1.7992 1.1174 -0.067
C -0.6754 0.0950 -0.5466 -0.343
C -0.6770 -0.1626 -2.0035 -0.030
N -0.4638 -0.5668 0.4971 0.058
N -0.2349 -1.8080 0.7971 -0.282
C 0.5054 -2.2004 1.9648 -0.079
C -0.0131 -2.7714 -0.2452 -0.060
H -2.3555 3.3218 0.0534 0.076
H -3.0923 1.7455 -0.0892 0.052
H 0.8252 1.9982 -1.1664 0.086
H 0.2611 3.3311 -0.1662 0.096
H 0.8044 2.3987 1.9423 0.052
H 2.1064 1.6469 1.0480 0.042
H 0.6223 0.7767 1.3566 0.061
H -1.4552 0.4125 -2.5221 0.087
H -0.6108 -1.2257 -2.3643 0.082
H 0.2893 0.3922 -2.2296 0.096
H 0.5584 -3.2289 2.2454 0.063
H 1.6168 -1.8646 1.7516 0.112
H 0.2289 -1.5777 2.8715 0.099
H 0.0943 -3.7321 0.0499 0.048
H -0.9119 -2.7412 -0.7308 0.064
H 0.9359 -2.4797 -0.7219 0.114
```

Properties
* LUMO energy: 0.034 hartree
* net charge: 0
* SMILES string: C=C(CC)/C(C)=N/N(C)C
* spin multiplicity: 1
* gap between HOMO and LUMO: 8.75 eV

Run ii
Below is a 2-piece molecular cluster, C8H16N2 overall, with properties calculated with ωB97M-V with the def2-TZVPD basis set.

Structure (XYZ):
```
26
Properties=species:S:1:pos:R:3:lowdin_charge:R:1
C -2.6122 -0.8940 0.9583 -0.008
C -1.7397 -0.9076 -0.0026 -0.215
C -0.0854 0.4662 -0.1775 -0.127
C -1.6437 -1.7725 -1.1892 -0.107
C -1.0091 2.7437 0.7513 -0.100
C 1.6834 -1.6736 0.4099 0.005
C 3.3692 0.1315 -0.2119 -0.087
C -0.8558 1.7641 -0.4553 -0.266
N 1.1404 0.6460 -0.2625 0.043
N 2.0213 -0.2840 -0.1298 -0.258
H -2.2214 -0.1922 1.8474 0.103
H -3.5592 -1.3110 1.1546 0.042
H -1.1654 -1.2398 -1.9729 0.070
H -2.5341 -2.1452 -1.5806 0.056
H -1.1913 -2.6971 -0.9206 0.071
H -1.3714 2.0686 1.4858 0.033
H -1.7819 3.4066 0.3325 0.071
H -0.0849 3.2533 1.0586 0.074
H 0.6297 -1.5225 0.5235 0.025
H 1.6398 -2.5527 -0.3031 0.096
H 2.2298 -1.9972 1.2490 0.059
H 3.8788 -0.0789 -1.0442 0.023
H 3.4726 1.2378 0.0149 0.108
H 4.0517 -0.3080 0.5520 0.088
H -0.3674 2.3641 -1.2382 0.093
H -1.8940 1.4944 -0.8497 0.108
```

Properties
* LUMO energy: 0.033 hartree
* net charge: 0
* spin multiplicity: 1
* gap between HOMO and LUMO: 8.63 eV

Run iii
Below is a 2-piece molecular cluster, C8H16N2 overall, with properties calculated with ωB97M-V with the def2-TZVPD basis set.

Structure (XYZ):
```
26
Properties=species:S:1:pos:R:3:lowdin_charge:R:1
C 0.1283 -2.1588 0.5544 -0.102
C 0.7485 -1.3920 -0.6149 -0.214
C 2.1725 -0.9430 -0.4961 -0.299
C 2.4666 0.3898 -0.3611 -0.101
N 3.7762 0.5442 -0.2356 0.080
C 4.2917 -0.7400 -0.3628 -0.189
N 3.3655 -1.6409 -0.5057 0.103
H -0.9475 -2.0208 0.6877 0.043
H 0.4503 -1.7353 1.4198 0.030
H 0.0298 -3.3246 0.3478 0.121
H 0.5828 -1.9762 -1.5570 0.118
H 0.1442 -0.5079 -0.9132 0.081
H 1.6577 1.0652 -0.2872 0.106
H 4.3446 1.2761 -0.1683 0.091
H 5.3809 -0.8739 -0.3401 0.121
C -3.5672 0.4150 0.3273 -0.138
C -2.1239 0.8427 0.0855 -0.334
C -1.9704 2.3878 0.3423 -0.109
H -4.2767 0.9569 -0.3647 0.096
H -3.7667 0.7909 1.2812 0.030
H -3.5266 -0.7249 0.5348 0.099
H -1.3568 0.5022 0.8061 0.094
H -1.9503 0.5638 -0.9911 0.111
H -2.7565 2.8533 -0.3433 0.090
H -2.1886 2.8254 1.2843 0.061
H -1.1086 2.6251 -0.1300 0.012
```

Properties
* LUMO energy: 0.030 hartree
* net charge: 0
* SMILES string: CCc1c[nH]cn1.CCC
* spin multiplicity: 1
* gap between HOMO and LUMO: 9.33 eV

Stability, highest: run iii

Run i
Below is one molecule with the formula C2H6N2S, with properties calculated with ωB97M-V with the def2-TZVPD basis set.

Structure (XYZ):
```
11
Properties=species:S:1:pos:R:3:lowdin_charge:R:1
C 1.3160 -0.2388 -0.9852 -0.197
N 0.6482 -0.2134 0.3482 -0.162
N -0.8139 -0.0855 0.2437 -0.116
C -1.4436 0.5879 1.2501 -0.636
S -3.1684 1.0576 1.4307 0.377
H 0.9939 0.9232 -1.2422 0.117
H 2.4373 -0.1444 -1.1581 0.068
H 1.0774 -1.0128 -1.9890 0.132
H 0.8138 -1.2618 0.6917 0.150
H -1.0306 -0.3152 -0.8141 0.183
H -0.8302 0.7033 2.2241 0.084
```

Properties
* LUMO energy: 0.017 hartree
* net charge: 0
* SMILES string: CNNC=S
* spin multiplicity: 1
* gap between HOMO and LUMO: 8.73 eV

Run ii
Below is C2H6N2S as an isolated structure, with properties calculated with ωB97M-V with the def2-TZVPD basis set.

Structure (XYZ):
```
11
Properties=species:S:1:pos:R:3:lowdin_charge:R:1
C -1.1729 1.5966 0.0154 -0.143
C -0.3036 0.2918 -0.0253 -1.048
H -1.3814 1.6494 1.2440 0.124
H -0.4430 2.4552 -0.5346 0.102
H -2.3740 1.2098 -0.6091 0.175
H 1.1576 1.6849 -0.3491 0.204
H 2.7334 -0.4890 -1.1579 0.222
H 2.0750 -1.1930 0.5506 0.093
N 0.9435 0.6019 0.0634 -0.213
N 2.1731 -0.1527 0.1173 -0.073
S -0.9203 -1.2370 -0.0218 0.558
```

Properties
* LUMO energy: 0.006 hartree
* net charge: 0
* spin multiplicity: 1
* gap between HOMO and LUMO: 8.49 eV

Run iii
Below is one molecule with the formula C2H6N2S, with properties calculated with ωB97M-V with the def2-TZVPD basis set.

Structure (XYZ):
```
11
Properties=species:S:1:pos:R:3:lowdin_charge:R:1
N -1.4791 0.7628 -0.0045 -0.152
C -0.9852 -0.6050 0.0348 -0.332
C 0.5379 -0.5160 0.4122 -0.372
N 1.5192 -0.6767 -0.3822 -0.373
S 2.8431 0.2622 0.1647 0.652
H -1.0490 1.7535 -0.3671 0.131
H -2.6314 0.8274 -0.3269 0.156
H -1.1191 -1.3067 -0.9271 0.130
H -1.6241 -0.8738 1.0512 0.146
H 0.5003 -0.0373 1.4598 0.112
H 3.4872 0.4096 -1.1148 -0.097
```

Properties
* LUMO energy: 0.023 hartree
* net charge: 0
* SMILES string: NC/C=N/S
* spin multiplicity: 1
* gap between HOMO and LUMO: 9.43 eV

Stability, highest: run iii

Run i
Below is a 2-piece molecular cluster, C5H15N2O2 overall, with properties calculated with ωB97M-V with the def2-TZVPD basis set.

Structure (XYZ):
```
24
Properties=species:S:1:pos:R:3:lowdin_charge:R:1
N -1.3423 -0.4963 1.4861 0.165
C -0.1499 -1.2462 0.9469 -0.161
C -0.3208 -1.1551 -0.5836 -0.197
N -0.4906 0.1669 -1.2683 -0.236
C -0.7456 0.1337 -2.6483 -0.095
C 0.7445 0.8714 -0.8614 -0.111
C 0.3163 2.2667 -0.1403 -0.137
O -0.5630 2.2517 0.6939 0.039
H -1.2283 0.2392 2.1934 0.159
H -2.1128 -1.1417 1.7827 0.188
H -1.6399 0.1356 0.7098 0.137
H 0.8932 -0.9443 1.4118 0.094
H -0.2967 -2.2532 1.4024 0.140
H 0.4506 -1.8429 -1.0573 0.149
H -1.3284 -1.7014 -0.7499 0.146
H -0.3852 1.1692 -2.9894 0.128
H -1.7319 0.0926 -2.8945 0.051
H -0.2652 -0.6590 -3.2899 0.116
H 1.3359 1.0775 -1.7407 0.112
H 1.2600 0.2726 -0.0967 0.094
H 0.9049 3.1252 -0.3586 0.108
H 2.3099 0.5801 2.3668 0.029
H 2.5391 -0.7329 3.1466 0.164
O 1.8462 -0.2094 2.5385 -0.081
```

Properties
* LUMO energy: -0.107 hartree
* net charge: +1
* spin multiplicity: 1
* gap between HOMO and LUMO: 9.83 eV

Run ii
Below is a 2-piece molecular cluster, C5H15N2O2 overall, with properties calculated with ωB97M-V with the def2-TZVPD basis set.

Structure (XYZ):
```
24
Properties=species:S:1:pos:R:3:lowdin_charge:R:1
N -1.9983 1.5981 -0.0502 0.173
C -0.5535 1.4689 -0.2711 -0.058
C -0.3911 0.2070 -1.2013 -0.483
N 0.8912 -0.1096 -1.4981 0.071
C 2.0554 0.2435 -0.6561 -0.203
C 2.1092 -0.3160 0.7268 -0.265
C 1.5778 -1.7497 0.7612 -0.101
O -1.4062 -0.3381 -1.5635 0.082
H -2.3292 2.3619 0.5349 0.174
H -2.4180 1.8194 -0.9588 0.179
H -2.4117 0.7594 0.4397 0.126
H -0.1379 2.2420 -0.9881 0.166
H 0.0524 1.3135 0.6605 0.129
H 1.0112 -0.9385 -2.0659 0.156
H 2.0024 1.3672 -0.5346 0.127
H 3.0017 -0.0153 -1.1664 0.139
H 1.5758 0.3355 1.4323 0.083
H 3.1755 -0.2645 1.1748 0.151
H 2.3301 -2.5415 0.5678 0.081
H 0.8618 -2.0162 -0.0217 0.064
H 1.3681 -1.9983 1.8491 0.100
H -3.6544 -1.4155 0.2266 0.077
H -3.3410 -1.2516 1.7194 0.076
O -3.3713 -0.7615 0.8830 -0.044
```

Properties
* LUMO energy: -0.117 hartree
* net charge: +1
* spin multiplicity: 1
* gap between HOMO and LUMO: 10.51 eV

Stability, highest: run ii

Run i
Below is a 2-piece molecular cluster, C6H14NO overall, with properties calculated with ωB97M-V with the def2-TZVPD basis set.

Structure (XYZ):
```
22
Properties=species:S:1:pos:R:3:mulliken_spin:R:1
C -0.6923 -1.0977 -2.6108 0.000
C -0.4897 -0.7057 -1.1273 0.009
C -0.5091 0.8136 -1.0285 -0.008
C -0.5729 1.3783 0.3531 0.018
C -1.2493 2.4360 0.8080 0.046
C 1.5136 0.3830 1.1896 0.802
N 0.1760 0.6391 1.3303 0.143
H 0.2505 -0.8968 -3.1307 0.001
H -0.9520 -2.1355 -2.7151 0.000
H -1.5469 -0.6170 -3.0812 -0.001
H -1.3879 -1.1639 -0.6442 -0.003
H 0.3150 -1.1780 -0.5720 -0.008
H 0.4063 1.0803 -1.5743 -0.007
H -1.3139 1.2748 -1.6154 0.006
H -1.1935 2.9806 1.7481 0.004
H -2.0283 2.8937 0.2139 0.003
H 2.1579 0.0594 1.9887 -0.016
H 2.0008 0.5502 0.2378 0.019
H -0.1897 0.4111 2.2375 -0.017
H 0.6976 -3.1083 1.5085 -0.002
H 2.0681 -3.3592 1.1233 -0.001
O 1.4773 -2.5917 1.2710 0.013
```

Properties
* LUMO energy (spin up / spin down): 0.025 / 0.024 hartree
* net charge: 0
* spin multiplicity: 2
* gap between HOMO and LUMO (spin up / spin down): 6.37 / 9.45 eV

Run ii
Below is one molecule with the formula C6H14NO, with properties calculated with ωB97M-V with the def2-TZVPD basis set.

Structure (XYZ):
```
22
Properties=species:S:1:pos:R:3:mulliken_spin:R:1
C -2.3322 0.8748 0.4056 -0.001
N -0.7599 0.9627 0.5403 0.015
C -0.0857 -0.0411 -0.3394 0.076
C 0.8441 -0.9733 0.4948 0.006
C -0.0221 -1.9006 1.4665 0.003
C 1.8998 -0.2467 1.1990 0.002
C 0.6774 0.6856 -1.4923 0.016
O -0.0073 0.6146 -2.6015 0.820
H -2.7619 1.8937 0.1872 0.000
H -2.7246 0.4430 1.2428 0.001
H -2.5977 0.1602 -0.4415 0.003
H -0.7064 1.9111 0.2241 0.003
H -0.8086 -0.6753 -0.7589 0.005
H 1.3073 -1.6010 -0.3133 -0.001
H -0.8050 -2.3549 0.8907 0.000
H -0.5453 -1.1257 2.0451 0.001
H 0.4857 -2.5666 2.1162 0.001
H 2.2840 -0.8849 2.0113 0.001
H 1.4110 0.6125 1.7739 0.000
H 2.6609 0.2294 0.5835 0.000
H 1.5898 0.1271 -1.7416 0.048
H 0.6998 1.7838 -1.1959 0.002
```

Properties
* LUMO energy (spin up / spin down): 0.039 / -0.050 hartree
* net charge: 0
* spin multiplicity: 2
* gap between HOMO and LUMO (spin up / spin down): 10.38 / 8.07 eV

Stability, highest: run i